1:
{"formula": "C6H4", "method": "wB97M-V/def2-TZVPD", "mol_weight_g_mol": 76.098, "lumo_ha": [-0.029, -0.044], "homo_energy_ha": [-0.30811, -0.31846], "spin_multiplicity": 1, "species": ["C", "C", "C", "C", "C", "C", "H", "H", "H", "H"], "coordinates": [[1.47, -0.61, 0.14], [-0.49, 1.90, -0.05], [1.80, 0.52, -0.43], [0.11, -0.53, 0.64], [-1.07, -0.73, -0.16], [-0.65, 0.64, 0.33], [1.79, -1.63, 0.22], [-0.08, 2.77, 0.40], [-0.86, -0.99, -1.24], [-2.01, -1.32, 0.16]]}

---

2:
{"formula": "C6H4", "method": "wB97M-V/def2-TZVPD", "mol_weight_g_mol": 76.098, "lumo_ha": 0.001, "homo_energy_ha": -0.32264, "spin_multiplicity": 1, "species": ["C", "C", "C", "C", "C", "C", "H", "H", "H", "H"], "coordinates": [[2.03, -0.25, 0.27], [1.15, 0.73, 0.25], [0.76, -0.77, -0.23], [-0.40, -0.04, -0.69], [-0.15, 1.33, -0.15], [-0.62, -1.28, 0.09], [-0.83, 1.57, 0.67], [-0.05, 2.16, -0.84], [-0.92, -2.14, -0.49], [-0.98, -1.30, 1.12]]}

---

3:
{"formula": "C6H4", "method": "wB97M-V/def2-TZVPD", "mol_weight_g_mol": 76.098, "lumo_ha": [-0.051, -0.051], "homo_energy_ha": [-0.29031, -0.29032], "spin_multiplicity": 1, "species": ["C", "C", "C", "C", "C", "C", "H", "H", "H", "H"], "coordinates": [[-0.08, 1.37, -0.02], [1.66, 1.53, -0.01], [2.06, 0.29, 0.00], [0.51, -1.12, -0.05], [-0.48, -0.05, -0.04], [1.87, -1.05, 0.00], [-0.75, 2.22, 0.03], [-1.12, -0.23, 0.84], [-1.16, -0.19, -0.89], [2.56, -1.87, 0.04]]}

---

4:
{"formula": "C6H4", "method": "wB97M-V/def2-TZVPD", "mol_weight_g_mol": 76.098, "lumo_ha": [-0.038, -0.038], "homo_energy_ha": [-0.29244, -0.29248], "spin_multiplicity": 1, "species": ["C", "C", "C", "C", "C", "C", "H", "H", "H", "H"], "coordinates": [[1.74, -0.30, -0.05], [0.88, -1.35, -0.02], [1.43, 1.06, 0.04], [0.07, 1.14, 0.00], [-1.04, 0.27, 0.04], [-0.41, -1.45, 0.01], [1.94, 1.92, 0.00], [-1.81, 0.30, 0.82], [-1.68, 0.53, -0.95], [-1.11, -2.13, 0.11]]}

---

What should be chosen as the least stable of them? Choose 1.

---

1:
{"formula": "C2H5O2P", "method": "wB97M-V/def2-TZVPD", "mol_weight_g_mol": 92.034, "lumo_ha": [-0.041, -0.041], "homo_energy_ha": [-0.28166, -0.28177], "spin_multiplicity": 1, "species": ["C", "C", "O", "O", "P", "H", "H", "H", "H", "H"], "coordinates": [[-1.17, -1.96, -0.06], [1.19, 1.32, -0.07], [2.53, -0.80, 0.49], [-0.22, -1.15, 0.01], [1.44, -0.49, -0.42], [-1.08, -3.02, 0.13], [-2.12, -1.67, -0.27], [2.18, 1.71, -0.19], [1.06, 1.45, 0.91], [0.51, 1.73, -0.88]]}

---

2:
{"formula": "C2H5O2P", "method": "wB97M-V/def2-TZVPD", "mol_weight_g_mol": 92.034, "lumo_ha": -0.010, "homo_energy_ha": -0.34682, "spin_multiplicity": 1, "species": ["C", "C", "O", "O", "P", "H", "H", "H", "H", "H"], "coordinates": [[0.46, 0.89, 0.32], [-0.15, -0.52, 0.22], [-3.02, -0.15, 0.49], [-0.52, 1.82, -0.04], [-1.84, 0.00, -0.32], [0.82, 1.10, 1.33], [1.32, 0.97, -0.36], [0.35, -1.16, -0.51], [-0.20, -1.04, 1.18], [-2.04, 0.00, -1.71]]}

---

3:
{"formula": "C2H5O2P", "method": "wB97M-V/def2-TZVPD", "mol_weight_g_mol": 92.034, "lumo_ha": 0.002, "homo_energy_ha": -0.29903, "smiles": "COPC=O", "spin_multiplicity": 1, "species": ["C", "O", "P", "C", "O", "H", "H", "H", "H", "H"], "coordinates": [[0.10, -1.36, -1.25], [-0.11, -1.26, 0.11], [0.59, 0.12, 0.85], [-0.31, 2.17, 1.13], [0.47, 2.98, 1.29], [-0.76, -1.33, -1.99], [0.51, -2.44, -1.42], [0.83, -0.66, -1.52], [0.17, -0.37, 1.98], [-1.48, 2.15, 0.82]]}

---

What should be chosen as the least stable of them? Choose 3.